{"formula": "C19H14Cl44N4O7PS2", "method": "the ωB97M-V functional and the def2-TZVPD basis", "elements": ["C", "C", "C", "O", "C", "O", "C", "S", "C", "N", "N", "N", "P", "O", "O", "O", "N", "O", "C", "O", "C", "S", "H", "H", "H", "H", "H", "H", "H", "H", "H", "H", "H", "H", "H", "H", "C", "Cl", "Cl", "Cl", "Cl", "C", "Cl", "Cl", "Cl", "Cl", "C", "Cl", "Cl", "Cl", "Cl", "C", "Cl", "Cl", "Cl", "Cl", "C", "Cl", "Cl", "Cl", "Cl", "C", "Cl", "Cl", "Cl", "Cl", "C", "Cl", "Cl", "Cl", "Cl", "C", "Cl", "Cl", "Cl", "Cl", "C", "Cl", "Cl", "Cl", "Cl", "C", "Cl", "Cl", "Cl", "Cl", "C", "Cl", "Cl", "Cl", "Cl"], "coordinates": [[-2.90359, 1.68607, 1.97944], [-1.62738, 0.97317, 1.29638], [-1.56148, 1.21730, -0.29149], [-0.77589, 0.13926, -0.87600], [0.23192, 0.65277, -1.72804], [-0.03569, 1.35347, -2.70925], [1.74538, 0.24198, -1.34909], [2.80930, 0.02198, -2.86992], [3.54742, 1.67268, -3.09749], [4.07489, 2.33014, -4.28126], [4.47336, 3.57310, -3.92310], [4.24696, 3.71673, -2.61679], [4.51053, 5.06264, -1.49574], [4.97490, 6.35677, -2.14646], [3.02642, 5.25821, -0.65327], [5.59584, 4.48461, -0.31053], [3.70090, 2.62066, -2.03385], [-0.43747, 1.51415, 1.95917], [0.35825, 0.41708, 2.37141], [1.44843, 0.22442, 1.80222], [-0.06783, -0.57679, 3.56649], [1.51313, -0.94937, 4.51185], [-3.01866, 2.73861, 1.55393], [-3.84568, 1.08255, 1.78981], [-2.67922, 1.77073, 3.09896], [-1.74208, -0.15468, 1.47486], [-2.64373, 1.22211, -0.67656], [-1.08003, 2.23613, -0.50454], [1.74734, -0.71898, -0.72419], [2.11286, 1.06509, -0.65991], [2.33163, 4.71983, -1.10764], [5.27082, 4.77443, 0.57796], [3.46226, 2.59599, -1.03563], [-0.46680, -1.56726, 3.17892], [-0.80709, -0.07875, 4.28539], [2.29387, -1.59811, 3.55339], [-3.02838, 4.34456, 4.99405], [-3.12173, 5.44623, 6.39320], [-1.77745, 3.11332, 5.25952], [-4.59851, 3.54565, 4.77222], [-2.62917, 5.28023, 3.53790], [3.34944, 9.29107, -4.01527], [2.29653, 10.08968, -5.20047], [4.86157, 8.79759, -4.80353], [3.71111, 10.41596, -2.69078], [2.52620, 7.85661, -3.36436], [0.06119, 3.62289, 9.25328], [-1.02546, 4.35255, 8.05164], [1.58539, 3.15773, 8.46716], [0.39434, 4.79719, 10.54267], [-0.70932, 2.18201, 9.94902], [-2.96710, -3.39599, -1.24306], [-3.17497, -2.36776, 0.18880], [-1.71452, -4.61105, -0.91893], [-4.50058, -4.21283, -1.61603], [-2.47912, -2.39285, -2.62579], [2.49384, -5.39136, 4.61308], [3.37426, -4.17212, 3.66529], [2.75351, -6.99588, 3.89885], [3.08940, -5.38375, 6.28468], [0.75864, -5.01059, 4.60049], [1.14219, 1.67695, -7.33516], [-0.59126, 1.64161, -6.92993], [1.41291, 2.71712, -8.74557], [2.05772, 2.31351, -5.94965], [1.69592, 0.03035, -7.70156], [-1.97593, 5.32629, -9.56674], [-1.66826, 5.00930, -11.28660], [-3.67170, 5.80522, -9.34681], [-1.64772, 3.85530, -8.62616], [-0.91336, 6.63481, -9.00654], [-6.42172, -3.57014, 2.79019], [-5.98515, -3.82747, 1.08790], [-8.13638, -3.12410, 2.90016], [-6.13818, -5.06376, 3.70688], [-5.42460, -2.26128, 3.46560], [-5.21846, -8.84075, 1.84013], [-4.32685, -7.54822, 1.00774], [-4.83164, -10.40305, 1.09106], [-4.75020, -8.87350, 3.55389], [-6.96418, -8.53708, 1.70789], [0.34192, -3.94476, -4.85380], [1.44720, -4.28850, -6.19896], [-1.24822, -3.49152, -5.50209], [0.17602, -5.39162, -3.84057], [1.00890, -2.60780, -3.88133], [4.26396, -11.13570, 3.14362], [5.73726, -10.69710, 4.03202], [3.21552, -12.12002, 4.18435], [3.40145, -9.65823, 2.66269], [4.69999, -12.06369, 1.69432]], "gap_ha": 0.225, "charge": 1}


{"formula": "C31H45InN7OS3Si4Te", "method": "the ωB97M-V functional and the def2-TZVPD basis", "elements": ["In", "C", "C", "N", "N", "C", "N", "S", "C", "C", "C", "C", "C", "N", "H", "H", "H", "H", "H", "H", "H", "H", "H", "O", "C", "C", "C", "C", "C", "C", "N", "H", "H", "H", "H", "H", "H", "H", "S", "C", "C", "C", "C", "N", "C", "C", "C", "S", "C", "N", "H", "H", "C", "Si", "C", "C", "Si", "Te", "Si", "C", "C", "C", "Si", "C", "C", "C", "H", "H", "H", "H", "H", "H", "H", "H", "H", "H", "H", "H", "H", "H", "H", "H", "H", "H", "H", "H", "H", "H", "H", "H", "H", "H", "H"], "coordinates": [[-0.87354, -0.49709, 0.32430], [-1.69255, 0.53263, -4.11120], [-1.05100, 0.41103, -2.76889], [-1.60790, 0.71599, -1.66473], [-2.85406, 1.22171, -1.62607], [-3.15160, 1.64872, -0.41112], [-4.39709, 2.15672, -0.26361], [-2.10739, 1.68690, 0.97502], [0.33205, -0.10592, -2.62411], [1.07440, -0.52885, -3.71901], [2.39507, -0.90236, -3.53592], [2.95278, -0.82704, -2.27164], [2.13799, -0.42835, -1.22412], [0.86098, -0.09698, -1.38919], [-2.64081, 1.05026, -4.00307], [-1.88476, -0.46300, -4.52218], [-1.05784, 1.07752, -4.81351], [-5.05786, 1.98336, -1.00296], [-4.73914, 2.28657, 0.67148], [0.61805, -0.55917, -4.69885], [2.98624, -1.24287, -4.37692], [3.98907, -1.07612, -2.09055], [2.51811, -0.36955, -0.21004], [0.47934, -2.75524, -0.00309], [1.56582, -2.85116, 0.89299], [1.68192, -1.69253, 1.86566], [2.65439, -1.76491, 2.82487], [2.60747, -0.81884, 3.89230], [1.74655, 0.21182, 3.83622], [0.94794, 0.43067, 2.63013], [0.77724, -0.69765, 1.78630], [-0.33905, -3.09983, 0.39135], [2.47014, -2.88774, 0.28281], [1.51712, -3.78254, 1.45966], [3.32378, -2.61482, 2.85136], [3.24868, -0.95141, 4.75694], [1.69107, 0.95250, 4.62061], [0.00092, 0.93543, 2.80766], [-2.27667, -1.70008, 2.18026], [-3.74143, -1.69444, 1.23814], [-4.96654, -1.41152, 1.85385], [-6.15661, -1.38245, 1.14608], [-7.38743, -1.08031, 1.83202], [-8.36077, -0.83549, 2.39414], [-6.14172, -1.62600, -0.23675], [-4.93388, -1.88689, -0.86480], [-3.72926, -1.93094, -0.15940], [-2.24318, -2.25280, -1.02231], [-7.35554, -1.59509, -1.01158], [-8.31798, -1.58184, -1.64181], [-4.97430, -1.20240, 2.91508], [-4.91955, -2.05267, -1.93370], [0.38780, 5.74079, 5.48950], [0.18288, 4.07646, 4.62878], [0.19676, 2.77809, 5.98491], [-1.52842, 4.06212, 3.87345], [1.93913, 3.98308, 3.05828], [2.04268, 2.13877, 1.36956], [1.76672, 5.88355, 1.70761], [2.39532, 7.45001, 2.54747], [-0.01476, 6.16062, 1.19015], [2.80387, 5.66298, 0.16012], [4.00209, 4.00296, 4.15480], [5.34030, 4.23021, 2.85509], [4.35354, 2.39829, 5.05811], [4.19667, 5.40180, 5.40230], [-0.42140, 5.87520, 6.21421], [0.33832, 6.56665, 4.77558], [1.33736, 5.81860, 6.02298], [-0.49680, 3.09507, 6.76980], [1.18370, 2.64925, 6.43866], [-0.13643, 1.80398, 5.61896], [-2.27647, 4.03156, 4.67192], [-1.69064, 3.19668, 3.22872], [-1.70431, 4.95587, 3.27124], [1.89531, 7.64261, 3.49958], [2.22542, 8.31274, 1.89555], [3.46949, 7.38502, 2.74297], [-0.59233, 6.62243, 1.99550], [-0.49998, 5.21553, 0.92603], [-0.05812, 6.82131, 0.31938], [3.86247, 5.54119, 0.40730], [2.69995, 6.53654, -0.49081], [2.49043, 4.77636, -0.39702], [5.19614, 3.52776, 2.02942], [6.33246, 4.06096, 3.28427], [5.31722, 5.24314, 2.44059], [4.27374, 1.54646, 4.37707], [3.65493, 2.23240, 5.88391], [5.36708, 2.42003, 5.46984], [3.94896, 6.37093, 4.96178], [5.23304, 5.44236, 5.75179], [3.55510, 5.26215, 6.27563]], "gap_ha": 0.220, "de_lowest_kcal_mol": 34.56, "charge": -1}


{"formula": "C7H12N2", "method": "the ωB97M-V functional and the def2-TZVPD basis", "elements": ["C", "C", "C", "C", "C", "C", "C", "N", "N", "H", "H", "H", "H", "H", "H", "H", "H", "H", "H", "H", "H"], "coordinates": [[0.59414, 0.21950, -2.07266], [0.18068, 1.16185, -1.17091], [1.41252, -0.85573, -1.83190], [-0.47990, -0.06603, 0.77955], [1.72696, -1.94919, -2.79129], [-0.51271, 2.42882, 0.64745], [-0.89410, -1.41352, 2.75399], [-0.11608, 1.12213, 0.20587], [-0.79116, -0.14396, 2.08495], [0.65280, 0.44020, -3.09180], [-0.09713, 2.19509, -1.45012], [1.54513, -2.75848, -2.14519], [1.19090, -2.06651, -3.83631], [2.82838, -1.87469, -2.87129], [-0.66375, 2.35184, 1.76647], [0.21623, 3.09049, 0.32460], [-1.46085, 2.73301, 0.17567], [-1.55098, -1.47645, 3.74933], [-1.39350, -2.17716, 2.07710], [0.12122, -1.69198, 3.01108], [-0.75471, 0.57992, 2.78001]], "gap_ha": [0.269, 0.291], "de_lowest_kcal_mol": 29.81, "s2": 2.045, "multiplicity": 3}


Result set for E: -22863.76211; -4477.74720; -383.17489 Eh, one per record in the order listed.